# 1
Below is 2 unconnected molecules or ions with the total composition C4H14N3, with properties calculated with ωB97M-V/def2-TZVPD.

Gap between HOMO and LUMO ... 8.289 eV

Geometry as ORCA input:
```
! RIJCOSX wB97M-V def2-TZVPD def2/J DEFGRID3
* xyz 1 1
N -1.29639 1.64032 0.84277
H 1.03597 -0.55217 -2.31737
H 2.68549 -1.05945 -2.56117
N -0.52335 -1.73377 -0.45304
H -2.04853 0.82546 2.65544
H -1.94139 1.18957 0.19056
H 0.71339 2.21640 0.89945
C 1.92785 -0.93756 -1.79380
C -1.14627 0.77793 2.05464
H -0.57634 -1.07209 -1.21455
C 0.68409 -2.45722 -0.48674
C -0.01465 1.95296 0.13613
H -1.77033 2.51996 1.05604
H 2.26906 -0.23333 -1.03989
H 0.35659 1.07425 -0.38399
H 0.74716 -3.20142 0.30771
H -0.26424 1.10230 2.59639
N 1.67222 -2.26580 -1.24259
H -0.98134 -0.23821 1.70186
H -0.17830 2.75799 -0.57371
H -1.35069 -2.30611 -0.37416
*
```

***

# 2
Below is 2 unconnected molecules or ions with the total composition C4H14N3, with properties calculated with ωB97M-V/def2-TZVPD.

Gap between HOMO and LUMO ... 10.697 eV

Geometry as ORCA input:
```
! RIJCOSX wB97M-V def2-TZVPD def2/J DEFGRID3
* xyz 1 1
H 0.82825 -2.21444 2.37968
H 0.15675 2.65972 1.63455
H 2.82887 -0.42044 2.70327
N 0.31913 0.56716 0.73372
C 0.53536 2.05458 0.75617
H -0.56945 0.17787 0.19444
C -1.41701 -1.34074 -2.07398
N 2.12566 0.16213 2.31213
H -0.52943 0.36552 -2.85900
H -1.09476 -1.84671 -3.04041
H -1.41558 0.76834 -1.26423
C 1.10709 -0.29249 1.52034
H 1.61293 2.32507 0.61035
C -1.55712 0.12586 -2.23639
H 0.04115 2.51327 -0.24211
H -0.98889 -1.66132 -1.21834
H -2.45556 0.39405 -2.76647
H -2.35800 -1.94835 -2.15377
N 0.58637 -1.59107 1.61480
H -0.11974 -1.96551 1.05533
H 2.36399 1.16750 2.33991
*
```

***

# 3
Below is 2 unconnected molecules or ions with the total composition C4H14N3, with properties calculated with ωB97M-V/def2-TZVPD.

Gap between HOMO and LUMO ... 6.910 eV

Geometry as ORCA input:
```
! RIJCOSX wB97M-V def2-TZVPD def2/J DEFGRID3
* xyz 1 1
H 1.26753 -3.22204 -1.22915
C 1.51535 -2.16001 -1.19056
C -1.07134 2.89175 1.46924
H -1.65352 -1.93551 -0.33115
H -0.75290 -3.20657 -1.21902
H 2.03751 -1.86484 -2.11167
H -0.64483 0.42707 -0.75009
H 2.18873 -1.96152 -0.34628
H -1.40310 3.62792 0.73576
C -0.98806 -2.14137 -1.17949
H -0.42535 0.56933 2.07855
N 0.40628 1.10912 1.83620
H -1.90451 2.23081 1.72756
N 0.26919 -1.42037 -1.02572
H -1.51245 -1.84493 -2.09895
H 1.07127 0.49623 1.36892
H -0.71562 3.40767 2.37247
H 0.79580 2.65355 0.68069
N -0.02593 2.08164 0.85905
C 0.29133 -0.12653 -0.82525
H 1.25463 0.38858 -0.82111
*
```

***

# 4
Below is 2 unconnected molecules or ions with the total composition C4H14N3, with properties calculated with ωB97M-V/def2-TZVPD.

Gap between HOMO and LUMO ... 11.487 eV

Geometry as ORCA input:
```
! RIJCOSX wB97M-V def2-TZVPD def2/J DEFGRID3
* xyz 1 1
H 0.07156 -2.15225 0.59533
C 1.74191 1.98724 2.89759
H 2.10718 0.07938 1.98891
C 1.82627 1.08211 1.65556
H 2.49640 2.77696 2.86647
N -0.58346 -1.38763 0.61730
H -1.74356 0.88047 0.34757
H 0.17802 -2.01723 -1.63949
H 0.79890 2.52758 3.00756
H -1.47642 -0.25838 -3.15899
H -1.92811 0.74907 -1.35181
H 0.06458 0.50746 -2.89450
H 0.83292 0.92313 1.23452
C -0.86053 -0.74726 -0.50695
C -0.42501 -0.45799 -2.91146
N -1.68753 0.30798 -0.47901
H -1.06430 -1.23355 1.48454
H 1.91394 1.44790 3.82904
H -0.01295 -1.07423 -3.70538
N -0.28272 -1.12369 -1.63162
H 2.65114 1.39035 1.01320
*
```

***

# 5
Below is 2 unconnected molecules or ions with the total composition C4H14N3, with properties calculated with ωB97M-V/def2-TZVPD.

Gap between HOMO and LUMO (spin up / spin down) ... 8.225 / 10.131 eV

Geometry as ORCA input:
```
! RIJCOSX wB97M-V def2-TZVPD def2/J DEFGRID3
* xyz 1 3
H -0.37237 -2.82997 1.43764
H 1.34937 -3.09231 2.01352
H 1.13152 1.65537 -1.89357
H 1.41489 0.27313 -0.80913
H -0.01799 0.65256 1.38893
C -0.86285 2.38153 -0.47464
C -0.51336 0.28721 0.58878
H -1.19286 -0.49006 0.51788
H -1.81814 2.40733 -0.07530
H 2.08685 -1.22990 0.56107
H 0.69063 -2.07609 -0.37930
H -1.95987 0.12642 -1.50376
H -0.56422 -0.52003 -1.97019
H -0.82222 2.89319 -1.38320
C 1.09989 -1.83538 0.59068
N -1.06955 0.38742 -1.77536
H -0.31905 2.80937 0.33841
H 0.46735 -1.62050 2.59497
N 1.01231 1.20300 -0.92460
N -0.27582 1.03811 -0.59734
C 0.53549 -2.42040 1.75452
*
```

***

# 6
Below is a molecular structure, C4H14N3Ni, with properties calculated with ωB97M-V/def2-TZVPD.

Gap between HOMO and LUMO (spin up / spin down) ... 2.642 / 7.286 eV

Geometry as ORCA input:
```
! RIJCOSX wB97M-V def2-TZVPD def2/J DEFGRID3
* xyz -1 3
H 1.30947 -2.34258 -3.46052
C 0.24815 -0.19653 0.97256
C 1.18281 -0.78941 3.07456
H 0.93751 -0.61419 4.12933
H -0.72508 1.82526 -2.26876
H -0.80107 0.50541 3.94559
H 2.53879 -1.73481 -2.33825
N 0.14911 -0.18516 2.23700
H 2.15097 -0.36389 2.76055
C -1.79371 2.22082 -2.55827
H -2.45841 1.33564 -2.20789
H -1.90395 2.48110 -3.70520
H 1.25296 -2.81174 -1.75921
N 0.39627 -0.21799 -0.19078
H -2.04387 3.28896 -2.17984
Ni 0.74891 -0.67720 -1.78980
H -1.87099 0.13376 2.51980
H -0.33080 0.02497 -2.82323
H 1.24275 -1.85550 2.80550
N 1.60086 -2.16030 -2.50253
C -0.92685 0.55745 2.86912
H -0.90383 1.57594 2.47026
*
```

***

# 7
Below is 2 unconnected molecules or ions with the total composition C4H14N3O, with properties calculated with ωB97M-V/def2-TZVPD.

Gap between HOMO and LUMO ... 8.228 eV

Geometry as ORCA input:
```
! RIJCOSX wB97M-V def2-TZVPD def2/J DEFGRID3
* xyz 1 1
C -1.35305 -1.23758 -0.24186
H -2.07067 -1.32798 -1.13763
N 1.15527 -1.23568 -0.84702
H 2.41735 1.22007 1.22406
H -0.83386 -0.64805 2.24168
C -0.82665 1.00143 -0.54230
C -1.08437 0.05336 0.36098
N -0.91395 0.22233 1.73035
H -0.39433 -2.57006 -1.61127
O 2.35507 0.80647 0.40444
H -0.37610 2.37286 0.76239
H -0.56667 0.99102 2.24069
H 1.59197 -1.24610 -1.86894
H 2.14181 1.50646 -0.17712
N -0.17186 2.25437 -0.30986
C -0.10184 -2.03981 -0.64780
H 1.82735 -1.50241 -0.12264
H -0.67799 3.06064 -0.70863
H -1.99694 -1.65067 0.46411
H -0.02624 -2.90094 -0.03385
H 1.03150 -0.25836 -0.53921
H -1.19858 1.15024 -1.55766
*
```

***

# 8
Below is 2 unconnected molecules or ions with the total composition C4H14N3O, with properties calculated with ωB97M-V/def2-TZVPD.

Gap between HOMO and LUMO ... 10.095 eV

Geometry as ORCA input:
```
! RIJCOSX wB97M-V def2-TZVPD def2/J DEFGRID3
* xyz 1 1
N -0.50195 3.63746 -0.04872
H 0.41131 0.42519 -0.02982
C 0.50719 3.04960 0.58692
N 0.89044 -4.02617 0.74283
H -1.97043 3.66305 -1.52156
H -0.92103 -0.58932 -0.13262
H -0.68321 2.48400 -1.78384
H 0.71402 -4.03209 1.74075
N 0.08582 -0.53662 -0.32546
H 0.77196 -1.42109 1.44664
H -1.93370 2.17890 -0.56234
H -0.93371 -2.93936 0.40670
O 0.89177 1.89793 0.39174
H 0.12727 -3.14508 -0.98702
C 0.79312 -1.65233 0.38447
H 1.01996 3.69974 1.30409
H -0.74184 4.57769 0.23285
C 0.11889 -2.98295 0.09136
H 1.82071 -1.66905 0.03400
H 0.64950 -4.94435 0.39531
C -1.31564 2.94809 -1.03252
H 0.19957 -0.62322 -1.33377
*
```

***

# 9
Below is 2 unconnected molecules or ions with the total composition C4H14N3S, with properties calculated with ωB97M-V/def2-TZVPD.

Gap between HOMO and LUMO ... 6.927 eV

Geometry as ORCA input:
```
! RIJCOSX wB97M-V def2-TZVPD def2/J DEFGRID3
* xyz -1 1
H 1.13282 2.21745 0.65483
H -0.33949 0.76535 1.99655
N 0.84004 2.43612 1.60680
H -0.32479 -1.42839 0.41890
H -0.98162 2.27923 2.61963
C -1.37152 1.91129 0.52388
H 0.14790 -3.10133 0.67332
N 1.74649 -1.74382 0.79716
H -0.83938 -2.38319 -2.83898
S -0.58142 1.18409 -0.94950
H -1.01679 -1.16646 -1.74271
N -0.74779 -2.14787 -1.86236
C 0.57407 -2.31615 -1.28246
H 1.76800 -1.87036 1.79820
H 0.97858 -3.29982 -1.53336
C -0.47618 1.82351 1.76353
C 0.46636 -2.15413 0.23034
H 1.87125 -0.75759 0.59838
H -1.60139 2.95956 0.31528
H 0.75770 3.44185 1.68288
H 1.28251 -1.56817 -1.66021
H -2.31541 1.41226 0.76705
*
```

***

# 10
Below is 2 unconnected molecules or ions with the total composition C4H14N4, with properties calculated with ωB97M-V/def2-TZVPD.

Gap between HOMO and LUMO ... 7.579 eV

Geometry as ORCA input:
```
! RIJCOSX wB97M-V def2-TZVPD def2/J DEFGRID3
* xyz 0 1
C 0.88573 0.91915 0.01249
C -1.06732 -0.91581 -0.58220
H -1.83971 -1.18185 0.13658
H -1.26743 1.59392 -1.96668
H -0.69635 -2.96964 -1.01932
H 0.06286 2.41930 -2.46331
N -0.44565 0.43788 0.78396
H 2.61827 0.57866 0.97176
H 2.23435 -0.54711 -0.26291
H 1.19121 1.94454 0.26398
C -0.12448 -2.05510 -0.81619
H -1.50931 -0.48367 -1.47386
N -0.34133 1.91757 -1.67916
H -1.42998 -0.32931 2.46857
H -1.14035 1.14564 0.55466
H 0.34325 -0.48076 2.47067
N 0.54053 0.84070 -1.33857
H 0.51648 -1.86784 -1.67502
C -0.48969 0.17282 2.22250
N 1.90803 0.02725 0.50411
H -0.43104 1.08886 2.81978
H 0.48193 -2.25521 0.06816
*
```

***

# 11
Below is 2 unconnected molecules or ions with the total composition C4H14N4, with properties calculated with ωB97M-V/def2-TZVPD.

Gap between HOMO and LUMO ... 9.381 eV
SMILES ... CNN(C)C.C=NN

Geometry as ORCA input:
```
! RIJCOSX wB97M-V def2-TZVPD def2/J DEFGRID3
* xyz 0 1
C -1.87823 -0.14201 1.04165
H 1.98468 -2.41798 -0.01767
H -2.41720 0.32857 0.22002
H 1.39297 1.76136 1.82701
H 0.77495 2.40154 -1.13062
H 0.20872 0.77662 -1.53773
N 0.95472 -2.66484 -1.67110
H 0.08502 -0.23783 1.61324
N -0.15079 1.38074 0.41190
H -0.81098 -1.60280 -1.95729
H 1.69495 0.97867 -0.58726
N 1.35360 -1.92415 -0.62855
H -0.36711 -2.96365 -3.14653
H 0.66673 -1.30685 -0.18814
H -2.22469 0.30322 1.98982
N -0.45671 0.04053 0.79273
C 0.42137 2.15753 1.48855
H -2.09341 -1.20697 1.04386
C -0.12306 -2.39018 -2.27075
C 0.68966 1.37836 -0.77191
H 0.56459 3.18208 1.14747
H -0.26978 2.16805 2.33128
*
```

***

F_max per entry: 2.1, 5.7, 2.9, 1.5, 5.5, 4.9, 4.5, 0.4, 0.7, 1.7, 0.8 eV/Å
Total energy per entry: -324.7826, -324.7831, -324.7385, -324.8532, -324.5395, -1833.1689, -400.0039, -400.1004, -723.2881, -379.6456, -379.7210 Eh
ΔE to the lowest compared entry with this formula, charge and spin per entry: 51.6, 51.3, 79.3, 7.3, 71.1, 0.0, 80.7, 20.2, 0.0, 118.1, 70.8 kcal per mole